1.
Molecular formula: C9H10BF6N6O4ReSSb
Method: DFT, ωB97M-V with the def2-TZVPD basis set

Computed properties:
- ΔE to the lowest compared entry with this formula, charge and spin: 369.9 kJ/mol
- HOMO-LUMO gap (alpha / beta): 0.3107 / 0.2801 Ha
- Multiplicity: 3
- Net charge: +1
- DFT total energy: -63104.6145 eV
- LUMO energy (alpha / beta): -4.06 / -4.80 eV

Last column: Löwdin charge in e.
Cartesian coordinates (Å):
Re: -0.394 -0.051 0.471  1.555
C: 0.661 -2.823 -2.598  -0.010
C: -0.145 -2.444 -1.540  -0.081
N: 0.278 -1.269 -1.044  -0.125
N: 1.355 -0.886 -1.779  -0.009
C: 1.597 -1.805 -2.714  -0.024
B: 2.073 0.442 -1.457  -0.468
N: 1.029 1.573 -1.565  -0.009
C: 1.000 2.659 -2.338  -0.022
C: -0.176 3.352 -2.094  -0.008
C: -0.833 2.608 -1.131  -0.075
N: -0.099 1.527 -0.811  -0.125
N: 2.506 0.371 0.025  0.000
C: 3.688 0.453 0.632  -0.016
C: 3.505 0.296 2.001  -0.011
C: 2.144 0.117 2.160  -0.072
N: 1.545 0.167 0.955  -0.135
H: 0.580 -3.710 -3.200  0.114
H: -0.999 -2.941 -1.113  0.102
H: 2.417 -1.678 -3.401  0.140
H: 2.999 0.631 -2.181  0.130
H: 1.813 2.869 -3.012  0.140
H: -0.505 4.268 -2.551  0.114
H: -1.783 2.790 -0.657  0.102
H: 4.586 0.616 0.059  0.141
H: 4.258 0.311 2.768  0.114
H: 1.560 -0.041 3.053  0.129
O: -2.853 -0.209 0.975  -0.444
S: -2.754 1.167 1.631  0.521
O: -3.414 2.160 0.887  -0.161
O: -1.324 1.300 1.946  -0.342
O: -3.361 1.068 3.110  -0.109
F: -0.876 -1.815 1.577  -0.421
Sb: -2.822 -2.183 1.881  1.500
F: -2.844 -2.640 0.077  -0.304
F: -2.521 -3.908 2.453  -0.282
F: -4.655 -2.049 2.042  -0.280
F: -2.482 -1.387 3.524  -0.288
F: -4.757 1.093 2.961  0.017



2.
Molecular formula: C9H10BrN2O
Method: DFT, ωB97M-V with the def2-TZVPD basis set

Computed properties:
- ΔE to the lowest compared entry with this formula, charge and spin: 228.4 kJ/mol
- HOMO-LUMO gap (alpha / beta): 0.2726 / 0.2764 Ha
- Net charge: +1
- DFT total energy: -84552.8217 eV
- LUMO energy (alpha / beta): -3.96 / -4.31 eV

Last column: Löwdin charge in e.
Cartesian coordinates (Å):
C: 1.305 -0.876 1.005  -0.003
C: 1.221 0.713 -0.814  -0.017
C: 2.691 -0.779 1.000  -0.095
C: 2.620 0.732 -0.886  -0.102
C: 0.525 -0.114 0.111  -0.156
C: 3.359 0.018 0.066  -0.701
C: -2.522 -0.924 -1.288  -0.001
C: -0.957 -0.190 0.088  -0.215
C: -1.880 1.820 1.224  0.096
N: -2.525 -1.725 -0.276  0.143
N: -1.594 -0.013 -1.120  0.170
O: -1.590 -1.322 0.679  0.069
Br: 5.216 0.002 -0.073  0.824
H: 0.709 -1.478 1.711  0.129
H: 0.660 1.179 -1.593  0.094
H: 3.172 -1.012 1.894  0.096
H: 3.189 1.157 -1.756  0.126
H: -3.065 -1.278 -2.116  0.172
H: -1.676 1.435 2.279  0.050
H: -2.998 1.784 1.095  0.025
H: -1.463 2.649 0.708  -0.004
H: -3.044 -2.540 -0.318  0.165
H: -1.353 0.764 -1.620  0.136



3.
Molecular formula: C9H10Cl2INO
Method: DFT, ωB97M-V with the def2-TZVPD basis set

Computed properties:
- ΔE to the lowest compared entry with this formula, charge and spin: 0.0 kJ/mol
- HOMO-LUMO gap: 0.2891 Ha
- DFT total energy: -46176.7201 eV
- LUMO energy: -1.10 eV

Last column: Löwdin charge in e.
Cartesian coordinates (Å):
C: -3.891 -0.801 0.112  -0.075
C: -2.636 0.067 -0.149  -0.135
C: -1.441 -0.711 0.331  -0.499
O: -1.503 -1.808 0.864  0.088
N: -0.402 0.114 0.203  0.099
C: 0.893 -0.338 0.584  -0.372
C: 1.733 0.645 1.369  -0.040
C: 2.447 1.515 0.628  -0.670
Cl: 3.372 2.675 1.560  0.663
C: 2.687 1.390 -0.770  -0.685
Cl: 3.374 2.790 -1.547  0.677
C: 2.348 0.256 -1.408  -0.198
C: 1.639 -0.770 -0.650  -0.460
I: 3.429 -2.220 -0.049  0.650
H: -3.977 -1.577 -0.504  0.022
H: -3.933 -1.273 1.053  0.066
H: -4.861 -0.324 -0.083  0.084
H: -2.830 1.048 0.277  0.116
H: -2.339 0.385 -1.128  0.105
H: -0.399 0.960 -0.387  0.177
H: 0.770 -1.318 1.062  0.127
H: 1.647 0.665 2.375  0.081
H: 2.661 0.132 -2.372  0.084
H: 1.211 -1.501 -1.372  0.097



4.
Molecular formula: C9H10ClCrIO4
Method: DFT, ωB97M-V with the def2-TZVPD basis set

Computed properties:
- ΔE to the lowest compared entry with this formula, charge and spin: 278.4 kJ/mol
- HOMO-LUMO gap (alpha / beta): 0.3168 / 0.3168 Ha
- DFT total energy: -66717.6804 eV
- LUMO energy (alpha / beta): -0.51 / -0.51 eV

Last column: Löwdin charge in e.
Cartesian coordinates (Å):
Cr: 0.652 -0.090 0.120  0.268
O: 1.950 1.688 0.463  -0.357
Cl: 0.694 2.357 0.128  0.686
O: 0.776 3.755 0.155  -0.223
O: -0.259 1.807 1.080  -0.318
O: 0.318 1.816 -1.166  -0.331
I: 2.509 -1.037 -1.648  0.971
C: 0.366 -1.336 -1.336  -0.602
H: 0.216 -2.403 -1.231  0.010
H: -0.117 -0.923 -2.218  0.014
C: -1.343 -0.654 0.174  -0.134
H: -1.649 -0.198 1.117  0.029
H: -1.588 -1.712 0.206  0.022
H: -1.875 -0.170 -0.645  0.034
C: 1.100 -1.097 1.281  -0.113
C: 1.451 -2.012 2.318  -0.256
C: 0.485 -2.865 2.860  -0.021
C: 0.837 -3.742 3.871  -0.071
C: 2.146 -3.774 4.338  -0.073
C: 3.108 -2.930 3.800  -0.070
C: 2.767 -2.045 2.792  -0.022
H: -0.530 -2.823 2.488  0.117
H: 0.093 -4.401 4.298  0.107
H: 2.417 -4.461 5.129  0.106
H: 4.124 -2.960 4.171  0.107
H: 3.501 -1.375 2.363  0.122



> Among the records above, which one has the highest ΔE to the lowest compared entry with this formula, charge and spin?

C9H10BF6N6O4ReSSb